# C40H61As3FN4OPSe2SiTi

C40H61As3FN4OPSe2SiTi as an isolated structure (ωB97M-V/def2-TZVPD, the Open Molecules 2025 dataset).

Atoms and positions in Å:
Ti -1.5660 0.9282 -1.0239
C 4.2847 -2.6586 0.7198
As 2.4188 -2.1011 1.0140
C 1.7369 -3.2472 -0.4249
C 1.9223 -3.3717 2.4479
C 2.2977 -3.0539 3.9047
C 3.7852 -2.6762 3.9875
C 1.4809 -1.9197 4.5816
As 0.3273 -0.6693 3.5524
C 1.6263 0.7745 3.3126
C -0.4839 0.0511 5.1836
C 2.1110 -4.3379 4.7356
As 0.4398 -5.3925 4.7791
C -0.9556 -4.1193 4.2560
C 0.5104 -6.3520 3.0678
H 4.3980 -3.7334 0.8783
H 4.9772 -2.1174 1.3620
H 4.5297 -2.4266 -0.3172
H 2.3751 -4.1245 -0.5538
H 1.7107 -2.6758 -1.3539
H 0.7227 -3.5724 -0.2026
H 2.3410 -4.3474 2.1782
H 0.8350 -3.4480 2.3555
H 3.9591 -1.7076 3.5116
H 4.4125 -3.4220 3.4921
H 4.1000 -2.5992 5.0311
H 2.1568 -1.2971 5.1755
H 0.7838 -2.3599 5.2978
H 2.0924 1.0320 4.2664
H 1.1228 1.6598 2.9245
H 2.3904 0.4791 2.5953
H 0.2859 0.2893 5.9210
H -1.1799 -0.6742 5.6079
H -1.0397 0.9584 4.9462
H 2.3130 -4.0984 5.7850
H 2.8586 -5.0857 4.4423
H -1.1845 -3.4411 5.0773
H -1.8499 -4.7020 4.0329
H -0.6840 -3.5349 3.3757
H 1.4795 -6.8395 2.9584
H 0.3385 -5.7031 2.2107
H -0.2595 -7.1242 3.0861
Se -3.8345 0.6543 -1.2897
P -1.1655 3.4220 -1.9983
Se 0.6615 4.3965 -1.3545
C -2.5852 4.4329 -1.3523
C -3.9114 4.0990 -1.6365
C -4.9598 4.8210 -1.0907
C -4.7049 5.8766 -0.2235
C -3.3951 6.1990 0.0905
C -2.3445 5.4811 -0.4710
C -1.2461 3.7138 -3.8372
C -2.3483 4.1919 -4.5377
C -2.3251 4.3011 -5.9239
C -1.2004 3.9300 -6.6418
C -0.0855 3.4640 -5.9546
C -0.1108 3.3665 -4.5743
H -4.1291 3.2325 -2.2455
H -5.9795 4.5296 -1.3149
H -5.5264 6.4245 0.2249
H -3.1823 7.0007 0.7878
H -1.3176 5.7216 -0.2240
H -3.2379 4.4972 -4.0079
H -3.1991 4.6797 -6.4419
H -1.1892 4.0074 -7.7230
H 0.8102 3.1793 -6.4951
H 0.7720 3.0446 -4.0364
C -0.6104 -2.2394 -4.9335
Si -0.6441 -0.6383 -3.9262
C 1.0710 0.0707 -4.2047
C -1.9219 0.4557 -4.7493
N -0.9101 -0.7691 -2.2321
C -1.3251 -1.8752 -1.5360
C -1.7977 -3.1136 -2.0131
C -2.1858 -4.1354 -1.1559
C -2.1591 -3.9898 0.2238
C -1.7239 -2.7740 0.7467
C -1.3212 -1.8090 -0.1323
F -0.8559 -0.6125 0.3823
H -0.2179 -1.9934 -5.9246
H -1.6016 -2.6769 -5.0730
H 0.0405 -2.9977 -4.4895
H 1.2672 0.1414 -5.2795
H 1.8345 -0.5697 -3.7530
H 1.1786 1.0707 -3.7818
H -1.4694 1.1478 -5.4640
H -2.4553 1.0360 -3.9946
H -2.6646 -0.1487 -5.2778
H -1.8697 -3.2681 -3.0780
H -2.5390 -5.0665 -1.5854
H -2.4882 -4.7898 0.8741
H -1.6927 -2.5586 1.8081
N -3.0453 1.3333 1.9559
C -1.9466 2.1090 1.7945
O -1.2525 2.0124 0.7378
C -1.5960 2.9942 2.8511
C -2.4273 3.0889 3.9896
N -3.1278 3.1116 4.9123
C -0.4368 3.8090 2.8245
N 0.5114 4.4665 2.8866
H -3.4544 0.9593 1.0969
H -3.6799 1.5713 2.7009
C 3.6139 2.2394 -2.2242
C 3.2016 1.9263 -0.7858
C 4.2188 0.9670 -0.1507
C 1.8112 1.3945 -0.7065
H 4.6207 2.6675 -2.2577
H 2.9213 2.9593 -2.6600
H 3.6064 1.3280 -2.8297
H 3.2267 2.8599 -0.2097
H 4.2306 0.0173 -0.6919
H 3.9659 0.7548 0.8924
H 5.2256 1.3951 -0.1839
H 1.3212 1.3431 0.2570
H 1.3661 0.8903 -1.5570

As for the net charge: -2. As for the expectation value of S²: 2.02. The calculation puts the LUMO energy (spin up / spin down) at 3.8 / 3.8 eV. The largest force on an atom is 0.39 eV/A. As for the spin multiplicity: 3. The value obtained for the HOMO-LUMO gap (spin up / spin down) is 5.547 / 5.843 eV.

Mulliken atomic charge list, values in e, 99 entries:
1 Ti 0.511
2 C -1.644
3 As 1.434
4 C -1.223
5 C -0.759
6 C 3.169
7 C -2.195
8 C -2.046
9 As 0.741
10 C -0.123
11 C -1.295
12 C -2.316
13 As 0.289
14 C -0.642
15 C -0.923
16 H 0.462
17 H 0.328
18 H 0.485
19 H 0.570
20 H 0.153
21 H 0.069
22 H 1.030
23 H -1.475
24 H 0.271
25 H 0.397
26 H 0.569
27 H 0.657
28 H 0.585
29 H 0.528
30 H -0.062
31 H -0.504
32 H 0.389
33 H 0.329
34 H 0.296
35 H 0.429
36 H 0.612
37 H 0.398
38 H 0.461
39 H -0.376
40 H 0.326
41 H 0.090
42 H 0.411
43 Se -0.954
44 P 0.893
45 Se -0.626
46 C 0.588
47 C -0.420
48 C -0.829
49 C -0.502
50 C -0.578
51 C -0.654
52 C 0.459
53 C -0.370
54 C -0.716
55 C -0.440
56 C -0.657
57 C -0.521
58 H 0.423
59 H 0.382
60 H 0.341
61 H 0.385
62 H 0.205
63 H 0.397
64 H 0.379
65 H 0.334
66 H 0.368
67 H -0.013
68 C -1.531
69 Si -0.118
70 C -0.022
71 C -0.504
72 N 0.479
73 C 0.825
74 C -0.280
75 C -1.213
76 C -0.514
77 C -0.668
78 C 0.007
79 F 0.527
80 H 0.375
81 H 0.375
82 H 0.331
83 H 0.509
84 H 0.256
85 H -0.629
86 H 0.093
87 H -0.089
88 H 0.439
89 H 0.286
90 H 0.330
91 H 0.448
92 H 0.386
93 N -0.202
94 C 0.935
95 O 0.586
96 C 0.762
97 C -0.622
98 N -0.729
99 C -0.236